(1)
A molecular structure, C26H43Cl6N5O5PPbS. Source: the OMol25 dataset; level of theory: the ωB97M-V functional and the def2-TZVPD basis.

HOMO energy ... -5.6 eV
2S+1 ... 1
Total charge ... -1

Geometry (Å):
Pb1 -0.5909 -1.0057 -0.6364
C1 -3.0098 -1.7956 -0.6593
C2 -2.4902 -2.4732 0.5100
C3 -2.4205 -1.5658 1.5210
C4 -2.9773 -0.3667 1.0792
C5 -3.2712 -0.4441 -0.2598
H1 -3.4043 -2.1992 -1.5831
H2 -2.3322 -3.5486 0.5613
H3 -2.0290 -1.7423 2.5304
H4 -2.9479 0.4998 1.7115
H5 -3.5638 0.2995 -0.9634
Cl1 -1.2498 -4.5366 -2.0610
C6 0.2790 -3.9004 -2.5540
C7 0.5683 -2.6084 -2.1611
C8 1.7792 -2.1130 -2.6270
Cl2 2.2860 -0.4021 -2.2280
C9 2.7476 -2.8712 -3.3448
Cl3 4.2136 -2.2664 -3.9745
C10 2.4421 -4.2125 -3.5449
Cl4 3.6543 -5.2988 -4.1746
C11 1.2071 -4.7191 -3.1768
Cl5 0.8690 -6.4317 -3.4095
C12 2.5267 -4.7675 3.5563
N1 1.4758 -4.1578 2.7541
C13 0.1908 -4.8053 2.5612
P1 1.4657 -2.6098 2.2608
O1 0.8176 -2.4485 0.9609
N2 0.7729 -1.6706 3.5000
C14 0.9026 -0.2124 3.4207
C15 0.6155 -2.2406 4.8002
N3 3.0510 -2.1787 2.3024
C16 3.7560 -1.8808 1.0467
C17 3.8198 -1.8603 3.4513
H6 2.3157 -4.4596 4.6034
H7 3.4710 -4.5321 3.0735
H8 2.4594 -5.8382 3.3407
H9 0.1744 -5.6339 3.2831
H10 0.1097 -5.1826 1.5440
H11 -0.6168 -4.0823 2.7465
H12 -0.0726 0.2061 3.1443
H13 1.6605 0.1721 2.7878
H14 1.1382 0.1729 4.3975
H15 0.8468 -3.2913 4.7221
H16 -0.4970 -2.1819 5.1571
H17 1.2673 -1.8083 5.5231
H18 3.2705 -2.3614 0.1932
H19 4.8415 -2.1587 1.0352
H20 3.7415 -0.8321 0.8457
H21 3.2651 -1.6842 4.3678
H22 4.3576 -0.9221 3.2224
H23 4.5511 -2.5925 3.6053
C18 -1.7117 5.3381 1.3269
C19 -0.8270 4.1293 1.5880
C20 -0.9178 3.0850 0.5464
C21 -0.2556 3.4257 -0.8644
N4 -0.1432 2.3498 -1.8300
C22 -1.1687 1.9346 -2.5776
S1 -1.1254 0.4934 -3.4158
N5 -2.2099 2.8075 -2.7472
C23 -3.4765 2.5670 -3.5420
C24 -3.9523 3.9611 -4.0171
C25 -2.8646 4.6761 -4.7903
C26 -2.0618 3.9602 -5.9233
H24 -1.9463 6.0066 2.0898
H25 -2.6875 4.8447 0.9322
H26 -1.3015 5.9380 0.5230
H27 -1.1396 3.6231 2.5108
H28 0.2036 4.3761 1.8316
H29 -1.9846 2.8921 0.2266
H30 -0.4058 2.2031 0.8507
H31 0.8053 3.6286 -0.5768
H32 -0.5707 4.3309 -1.3985
H33 0.4459 1.5525 -1.5064
H34 -2.1539 3.6883 -2.2464
H35 -4.2539 2.0650 -2.9681
H36 -3.1770 2.0078 -4.4174
H37 -4.1909 4.6433 -3.2021
H38 -4.8754 3.8491 -4.6369
H39 -2.1582 5.0776 -4.0160
H40 -3.2657 5.6021 -5.2412
H41 -1.4065 3.2721 -5.4496
H42 -1.5190 4.7113 -6.4934
H43 -2.7470 3.5149 -6.6904
O2 4.1497 2.3972 1.1530
Cl6 2.7272 2.5817 1.4691
O3 2.4561 2.1188 2.7987
O4 2.4473 3.9863 1.4196
O5 1.8250 1.9052 0.5227


(2)
3 unconnected molecules or ions with the total composition C26H43ClF4N3O14S. Source: the OMol25 dataset; level of theory: the ωB97M-V functional and the def2-TZVPD basis.

HOMO energy ... -5.5 eV
2S+1 ... 1
Total charge ... -1

Geometry (Å):
C1 5.5404 2.6084 3.3384
C2 5.1176 1.6642 2.2212
O1 5.4591 0.3133 2.4948
C3 6.7524 -0.0425 2.0833
C4 6.8117 -0.5588 0.6225
O2 5.7613 -0.0742 -0.1837
C5 4.5970 -0.8922 -0.1339
C6 3.3683 -0.0388 -0.4715
O3 2.3345 -0.2852 0.4556
C7 1.3418 -1.1481 -0.1038
C8 0.2658 -1.5364 0.9716
C9 0.4725 -3.0203 1.2704
C10 1.7194 -3.3399 2.1233
C11 1.4197 -4.4655 3.1263
O4 2.8205 -3.7350 1.2911
O5 0.6309 -0.6756 2.0954
S1 -0.2962 -0.7743 3.3715
O6 -0.3553 -2.0889 3.9157
O7 0.1881 0.2192 4.2866
C12 -1.8544 -0.1982 2.6776
C13 -1.6047 1.2946 2.3621
O8 -2.7187 2.0905 2.8231
N1 -2.5460 2.3771 4.2033
O9 -3.5326 2.2035 4.7925
C14 -2.2656 -1.0979 1.4661
C15 -2.6888 -2.4871 2.0803
O10 -2.6414 -3.4543 1.2954
O11 -3.0950 -2.4672 3.2574
C16 -3.6032 -0.5210 0.9167
F1 -4.4050 -0.1110 1.9335
F2 -4.2998 -1.5016 0.2882
C17 -3.5152 0.6648 -0.1161
F3 -4.1810 0.3407 -1.2591
F4 -4.1281 1.7759 0.3802
C18 -1.1273 -1.1427 0.4346
C19 -1.4767 -1.6736 -0.9739
C20 -2.1427 -3.0070 -1.2681
O12 -3.1972 -3.0684 -1.7640
Cl1 -1.2619 -4.5474 -1.0785
H1 4.8582 2.5211 4.1795
H2 5.5371 3.6281 2.9581
H3 6.5495 2.3688 3.6670
H4 5.6140 1.9675 1.2970
H5 4.0464 1.7145 2.0413
H6 7.0546 -0.8686 2.7280
H7 7.4697 0.7665 2.2439
H8 6.7846 -1.6496 0.6223
H9 7.7420 -0.2154 0.1712
H10 4.4440 -1.2907 0.8659
H11 4.7104 -1.7293 -0.8300
H12 3.0520 -0.2248 -1.4997
H13 3.6902 1.0009 -0.4166
H14 1.8591 -2.0357 -0.4594
H15 0.8857 -0.5859 -0.9203
H16 -0.3884 -3.5115 1.7073
H17 0.6538 -3.5043 0.3180
H18 2.0693 -2.4942 2.7026
H19 2.0772 -4.3203 3.9847
H20 0.4091 -4.4065 3.5130
H21 1.6581 -5.4443 2.7118
H22 2.6405 -4.6128 0.9439
H23 -2.5797 -0.2502 3.4795
H24 -1.5127 1.5356 1.3087
H25 -0.7290 1.6926 2.8699
H26 -2.5080 0.9613 -0.4024
H27 -0.9350 -0.0828 0.2162
H28 -2.1397 -0.9480 -1.4301
H29 -0.6061 -1.6437 -1.6219
C21 -2.3937 4.3696 -3.4825
O13 -1.6032 3.4489 -3.4148
N2 -3.1063 4.8508 -2.4484
C22 -4.0353 5.9503 -2.5995
C23 -2.9374 4.2419 -1.1362
H30 -2.5977 4.9004 -4.4299
H31 -3.7404 6.7837 -1.9581
H32 -5.0425 5.6325 -2.3222
H33 -4.0461 6.2897 -3.6335
H34 -1.8974 4.3312 -0.8189
H35 -3.1921 3.1886 -1.1868
H36 -3.5822 4.7347 -0.4142
C24 -1.2629 -0.6009 -4.8708
O14 -1.0124 -1.0740 -3.7789
N3 -2.5082 -0.4034 -5.3304
C25 -2.7698 0.1628 -6.6345
C26 -3.6269 -0.7748 -4.4715
H37 -0.4760 -0.2906 -5.5792
H38 -3.3414 1.0881 -6.5343
H39 -3.3421 -0.5414 -7.2431
H40 -1.8318 0.3832 -7.1402
H41 -3.5819 -0.2173 -3.5365
H42 -3.5817 -1.8368 -4.2309
H43 -4.5621 -0.5546 -4.9807


Energy relative to the best compared isomer or geometry (same formula, charge and spin) readings, ordered: 1.7942; 0.0000 eV